[1]
ORCA calculation (ωB97M-V/def2-TZVPD) on a cluster of 2 separate species, C3H7O2 in total.

Geometry as ORCA input:
```
! RIJCOSX wB97M-V def2-TZVPD def2/J DEFGRID3
* xyz -1 1
O -2.528 -0.996 -1.297
O -0.111 1.170 0.619
C 1.028 1.456 1.355
C -1.306 -0.943 -1.481
C -0.261 -1.460 -0.687
H -0.582 -2.155 0.091
H 0.974 2.464 1.773
H -0.869 -0.413 -2.391
H -0.117 0.270 0.210
H 1.140 0.776 2.226
H 0.694 -1.518 -1.159
H 1.939 1.349 0.742
*
```

As for the HOMO energy: -2.659 eV. The max |F| comes out at 1.58 eV Å⁻¹. Its total energy is -7319.0014 eV. The LUMO energy comes out at 4.05 eV. The calculation puts the frontier orbital gap at 0.2465 Eh. For the relative energy (zero: lowest compared OMol25 entry of this formula, charge and spin), the calculation gives 1.950 eV.

natural (NBO) population analysis, charges in e, atoms 1 to 8: -0.747, -0.788, -0.230, 0.311, -0.874, 0.179, 0.154, 0.038



[2]
ORCA calculation (ωB97M-V/def2-TZVPD) on a structure of composition C3H7O2.

Geometry as ORCA input:
```
! RIJCOSX wB97M-V def2-TZVPD def2/J DEFGRID3
* xyz -1 1
O -0.440 -0.502 -1.107
O -1.255 1.320 0.676
C 0.233 -0.948 0.056
C -1.495 0.904 -0.522
C 1.445 -0.087 0.426
H -2.465 0.353 -0.669
H 2.132 0.032 -0.439
H -0.443 -0.894 0.913
H 0.449 -2.052 0.020
H 1.042 0.893 0.774
H 2.051 -0.563 1.225
H -1.254 1.544 -1.353
*
```

As for the HOMO energy: -3.257 eV. The max |F| comes out at 2.06 eV Å⁻¹. Its total energy is -7318.6315 eV. The LUMO energy comes out at 4.72 eV. The calculation puts the frontier orbital gap at 0.2931 Eh. For the relative energy (zero: lowest compared OMol25 entry of this formula, charge and spin), the calculation gives 2.320 eV.

natural (NBO) population analysis, charges in e, atoms 1 to 8: -0.761, -0.819, -0.064, 0.275, -0.649, 0.072, 0.179, 0.153